(1)
ORCA calculation (ωB97M-V/def2-TZVPD) on a 2-piece molecular cluster, C12H4F4N3O2 overall.

```
25
Properties=species:S:1:pos:R:3:mulliken_charge:R:1
F -0.09 -1.01 3.78 -0.313
C -0.66 -1.06 2.56 0.240
C -1.37 -0.04 2.07 0.370
F -1.58 1.09 2.78 -0.337
C -1.87 -0.04 0.69 0.160
O -2.18 1.01 0.10 -0.619
C -1.85 -1.34 -0.01 0.372
F -2.50 -1.40 -1.19 -0.338
C -1.14 -2.37 0.46 0.247
F -1.03 -3.52 -0.23 -0.313
C -0.43 -2.33 1.79 1.044
O 0.00 -3.35 2.32 -0.631
C 2.17 1.63 -1.32 -0.756
C 1.27 0.84 -0.61 -0.171
C 1.76 -0.32 0.01 0.485
C 3.15 -0.65 -0.11 0.146
C 4.04 0.15 -0.82 -0.644
C 3.53 1.29 -1.43 -0.329
N 3.35 -1.83 0.60 -0.870
N 2.18 -2.18 1.10 -0.401
N 1.18 -1.33 0.79 0.316
H 1.81 2.54 -1.81 0.356
H 0.21 1.07 -0.50 0.277
H 5.08 -0.17 -0.87 0.394
H 4.20 1.95 -2.00 0.316
```

* M: 298.2 u
* calculated total energy: -31942.9449 eV
* net charge: -1
* Kohn-Sham gap: 0.253 Ha



(2)
ORCA calculation (ωB97M-V/def2-TZVPD) on one molecule with the formula C4H4IN.

```
10
Properties=species:S:1:pos:R:3:mulliken_charge:R:1
C 0.86 -1.47 -0.10 0.446
C -0.44 0.63 -0.62 -0.217
C -1.27 0.43 0.57 -0.780
C 0.91 -0.15 -0.37 -0.396
N 1.10 -2.54 0.34 -0.437
I 2.70 0.78 0.10 0.171
H -0.89 0.36 -1.50 0.291
H -0.08 1.64 -0.64 0.259
H -0.83 0.64 1.57 0.307
H -2.06 -0.31 0.64 0.356
```

* M: 193.0 u
* calculated total energy: -13799.4270 eV
* net charge: 0
* ΔE to the lowest compared entry with this formula, charge and spin: 83.7 kcal/mol
* Kohn-Sham gap (alpha / beta): 0.300 / 0.275 Ha



(3)
ORCA calculation (ωB97M-V/def2-TZVPD) on a 4-piece molecular cluster, C2H10NO5 overall.

```
18
Properties=species:S:1:pos:R:3:mulliken_charge:R:1
O 1.86 1.93 -0.51 -0.507
C 1.27 1.28 0.30 0.175
N -0.03 0.88 0.12 -0.101
C -0.68 -0.26 0.74 -0.492
O -0.59 -1.42 0.07 -0.546
H 1.69 0.98 1.27 0.241
H -0.49 1.04 -0.77 0.267
H -1.74 0.00 0.81 0.373
H -0.05 -0.40 1.64 0.332
H -1.16 -2.80 -2.55 0.312
H -1.33 -2.04 -1.22 0.454
O -1.74 -2.19 -2.08 -0.651
H -1.50 1.61 3.08 0.309
H -1.51 2.37 1.69 0.319
O -1.32 2.44 2.62 -0.616
H 0.86 -1.75 -0.77 0.447
H 1.79 -2.88 -0.86 0.319
O 1.71 -1.97 -1.18 -0.635
```

* M: 128.1 u
* calculated total energy: -13960.9747 eV
* net charge: 0
* ΔE to the lowest compared entry with this formula, charge and spin: 24.1 kcal/mol
* Kohn-Sham gap (alpha / beta): 0.398 / 0.250 Ha
* multiplicity: 2



(4)
ORCA calculation (ωB97M-V/def2-TZVPD) on a 2-piece molecular cluster, C10H16O overall.

```
27
Properties=species:S:1:pos:R:3:mulliken_charge:R:1
C -2.10 1.77 1.17 -1.463
C -0.77 1.04 1.20 0.600
C -0.44 0.13 2.17 -0.536
C 0.69 -0.69 2.01 -0.701
C 1.45 -0.42 0.91 1.045
O 2.64 -1.12 0.63 -0.542
C 1.35 0.73 0.13 -1.004
C 0.15 1.41 0.20 -0.249
H -2.94 1.51 1.81 0.386
H -2.51 1.70 0.15 0.278
H -1.96 2.84 1.26 0.334
H -0.98 0.06 3.11 0.384
H 1.00 -1.51 2.65 0.343
H 2.71 -1.82 1.31 0.303
H 2.14 0.93 -0.57 0.491
H -0.08 2.29 -0.41 0.365
C -1.90 -0.13 -2.37 -0.938
C -0.92 -1.27 -2.02 -0.119
C 0.45 -1.02 -2.64 -0.854
H -1.75 0.15 -3.43 0.342
H -2.96 -0.37 -2.32 0.317
H -1.68 0.75 -1.78 0.045
H -0.83 -1.49 -0.94 0.121
H -1.33 -2.21 -2.42 0.383
H 0.90 -0.27 -1.99 -0.054
H 1.14 -1.88 -2.66 0.287
H 0.28 -0.76 -3.69 0.435
```

* M: 152.2 u
* calculated total energy: -12676.3137 eV
* net charge: 0
* ΔE to the lowest compared entry with this formula, charge and spin: 32.5 kcal/mol
* SMILES: Cc1ccc(O)cc1.CCC
* Kohn-Sham gap: 0.341 Ha



(5)
ORCA calculation (ωB97M-V/def2-TZVPD) on C53H70GeN2O2Ta as an isolated structure.

```
129
Properties=species:S:1:pos:R:3:mulliken_charge:R:1
Ta -0.41 0.39 -1.22 -0.169
C -1.53 2.40 -3.84 -1.208
N -1.99 2.33 -2.45 0.574
C -3.40 1.91 -2.39 -1.217
C -1.81 3.63 -1.78 -1.445
C -1.65 3.52 -0.28 -0.815
N -0.48 2.74 0.08 1.228
C -0.52 2.32 1.50 -0.947
C -1.81 1.64 1.92 -0.325
C -2.47 2.10 3.04 -0.274
C -3.63 1.49 3.50 -0.766
C -4.11 0.41 2.78 0.002
C -3.49 -0.09 1.64 -1.085
C -2.32 0.54 1.23 0.340
O -1.63 0.15 0.12 0.196
C -4.06 -1.31 0.90 2.635
C -3.03 -2.45 0.95 -1.837
C -5.36 -1.82 1.53 -2.469
C -4.38 -0.95 -0.56 -0.914
C -4.31 2.01 4.77 1.788
C -4.70 3.48 4.58 -1.630
C -5.57 1.21 5.13 -2.094
C -3.32 1.87 5.94 -1.613
C 0.76 3.49 -0.18 -1.856
C 2.06 2.74 -0.08 0.314
C 3.06 3.24 0.74 -0.184
C 4.34 2.69 0.74 -0.632
C 4.57 1.66 -0.16 -0.525
C 3.61 1.14 -1.03 0.527
C 2.33 1.67 -0.93 -0.033
O 1.24 1.12 -1.57 -0.239
C 4.10 0.08 -2.03 2.437
C 4.58 -1.17 -1.28 -1.411
C 5.27 0.68 -2.83 -1.840
C 3.04 -0.36 -3.05 -1.978
C 5.46 3.20 1.64 1.917
C 5.05 4.44 2.44 -2.119
C 6.68 3.58 0.78 -1.592
C 5.85 2.09 2.63 -1.602
H -2.05 3.19 -4.40 0.395
H -1.71 1.44 -4.33 0.327
H -0.46 2.60 -3.87 0.376
H -4.05 2.65 -2.88 0.445
H -3.72 1.81 -1.35 0.288
H -3.52 0.95 -2.88 0.327
H -2.67 4.28 -1.97 0.521
H -0.94 4.12 -2.22 0.567
H -2.52 3.02 0.14 0.325
H -1.61 4.53 0.15 0.421
H -0.38 3.19 2.15 0.531
H 0.33 1.65 1.66 0.325
H -2.06 2.95 3.57 0.599
H -5.02 -0.07 3.11 0.868
H -2.79 -2.71 1.98 0.368
H -2.10 -2.18 0.44 0.232
H -3.43 -3.34 0.46 0.492
H -5.21 -2.16 2.55 0.453
H -5.72 -2.67 0.95 0.437
H -6.14 -1.05 1.51 0.475
H -3.48 -0.70 -1.12 -0.509
H -5.06 -0.10 -0.59 0.371
H -4.86 -1.79 -1.05 0.554
H -5.40 3.59 3.76 0.363
H -3.82 4.10 4.38 0.314
H -5.17 3.86 5.49 0.464
H -6.33 1.29 4.34 0.400
H -6.00 1.62 6.05 0.437
H -5.34 0.16 5.30 0.400
H -2.43 2.50 5.79 0.330
H -2.99 0.84 6.04 0.370
H -3.79 2.18 6.87 0.466
H 0.81 4.36 0.50 0.333
H 0.70 3.88 -1.20 0.457
H 2.82 4.08 1.38 0.590
H 5.57 1.24 -0.20 0.430
H 5.41 -0.94 -0.61 0.366
H 4.92 -1.92 -2.00 0.400
H 3.78 -1.61 -0.69 0.027
H 6.14 0.87 -2.21 0.298
H 4.97 1.62 -3.30 0.404
H 5.57 -0.02 -3.62 0.504
H 2.24 -0.93 -2.59 -0.095
H 3.51 -1.01 -3.79 0.590
H 2.62 0.50 -3.58 0.442
H 4.78 5.27 1.79 0.400
H 5.89 4.76 3.06 0.442
H 4.21 4.22 3.11 0.388
H 6.40 4.30 0.01 0.349
H 7.11 2.70 0.29 0.343
H 7.45 4.03 1.41 0.458
H 4.99 1.84 3.26 0.351
H 6.66 2.43 3.27 0.452
H 6.17 1.19 2.11 0.309
C -0.70 -1.18 -2.50 -0.024
Ge -0.10 -2.91 -1.81 2.333
C 0.59 -2.86 0.02 0.071
C 1.29 -1.75 0.50 0.940
C 1.84 -1.74 1.78 -1.235
C 1.70 -2.86 2.59 -0.801
C 1.03 -3.98 2.11 -0.897
C 0.48 -3.98 0.84 -0.543
C -1.52 -4.24 -2.03 0.267
C -2.81 -3.84 -2.36 -0.236
C -3.82 -4.78 -2.52 -0.592
C -3.55 -6.13 -2.36 -0.601
C -2.26 -6.55 -2.07 -0.862
C -1.25 -5.61 -1.91 -0.480
C 1.37 -3.50 -2.96 -0.529
C 2.61 -3.89 -2.44 -0.060
C 3.65 -4.24 -3.29 -0.749
C 3.48 -4.19 -4.67 -0.532
C 2.24 -3.82 -5.19 -0.823
C 1.20 -3.48 -4.35 -0.407
H -0.21 -1.03 -3.47 0.637
H 1.45 -0.87 -0.14 -0.066
H 2.37 -0.87 2.13 0.696
H 2.13 -2.86 3.58 0.415
H 0.94 -4.86 2.74 0.414
H -0.06 -4.85 0.48 0.447
H -3.01 -2.79 -2.50 0.272
H -4.82 -4.46 -2.79 0.434
H -4.34 -6.86 -2.47 0.400
H -2.03 -7.60 -1.97 0.413
H -0.23 -5.94 -1.71 0.415
H 2.76 -3.92 -1.37 0.435
H 4.61 -4.54 -2.88 0.468
H 4.30 -4.44 -5.32 0.405
H 2.10 -3.79 -6.27 0.432
H 0.24 -3.20 -4.76 0.433
```

* M: 1020.7 u
* calculated total energy: -121236.0519 eV
* net charge: +1
* ΔE to the lowest compared entry with this formula, charge and spin: 0.0 kcal/mol
* Kohn-Sham gap: 0.259 Ha



(6)
ORCA calculation (ωB97M-V/def2-TZVPD) on C15H7N2O11ReS4Sb as an isolated structure.

```
41
Properties=species:S:1:pos:R:3:mulliken_charge:R:1
Re -0.39 0.21 0.24 0.772
O 3.88 0.63 -0.04 -0.634
C 2.72 0.93 0.01 0.295
O 1.78 0.09 0.34 -0.734
C 2.29 2.38 -0.17 0.583
C 3.29 3.34 -0.16 -0.636
C 2.96 4.68 -0.15 -0.211
C 1.63 5.11 -0.16 -0.407
C 0.64 4.17 -0.21 -0.113
C 0.94 2.79 -0.21 0.553
O -0.03 1.90 -0.18 0.055
N -0.80 4.50 -0.14 0.879
O -1.22 4.67 0.98 -0.511
O -1.41 4.50 -1.17 -0.549
N 4.04 5.67 -0.09 1.045
O 5.16 5.24 -0.02 -0.583
O 3.72 6.83 -0.12 -0.603
H 4.33 3.02 -0.12 0.648
H 1.42 6.17 -0.12 0.575
S -3.64 2.45 2.99 -0.332
Sb -3.30 0.32 2.33 0.958
S -2.63 0.25 -0.08 -0.243
S -0.29 0.47 2.52 -0.371
S -3.45 -1.83 3.00 -0.407
O 0.35 -3.69 0.80 -0.490
C 0.27 -2.56 1.18 0.311
O -0.33 -1.59 0.53 -0.092
C 0.80 -2.15 2.55 0.382
C 1.13 -0.76 2.86 0.728
C 1.65 -0.46 4.19 -0.876
C 1.76 -1.47 5.08 0.421
O 2.17 -1.45 6.36 -0.434
C 2.13 -2.78 6.83 -0.258
O 1.68 -3.60 5.76 -0.377
C 1.45 -2.82 4.73 0.926
C 1.00 -3.17 3.46 -1.077
H 1.81 -0.40 2.04 0.028
H 1.91 0.56 4.45 0.605
H 1.42 -2.88 7.67 0.288
H 3.13 -3.11 7.15 0.290
H 0.80 -4.19 3.18 0.594
```

* M: 827.5 u
* calculated total energy: -93165.1872 eV
* net charge: +1
* ΔE to the lowest compared entry with this formula, charge and spin: 21.9 kcal/mol
* Kohn-Sham gap (alpha / beta): 0.213 / 0.212 Ha



- The highest M belongs to which entry?
  C53H70GeN2O2Ta



Copy entry 6 word for word.
ORCA calculation (ωB97M-V/def2-TZVPD) on C15H7N2O11ReS4Sb as an isolated structure.

```
41
Properties=species:S:1:pos:R:3:mulliken_charge:R:1
Re -0.39 0.21 0.24 0.772
O 3.88 0.63 -0.04 -0.634
C 2.72 0.93 0.01 0.295
O 1.78 0.09 0.34 -0.734
C 2.29 2.38 -0.17 0.583
C 3.29 3.34 -0.16 -0.636
C 2.96 4.68 -0.15 -0.211
C 1.63 5.11 -0.16 -0.407
C 0.64 4.17 -0.21 -0.113
C 0.94 2.79 -0.21 0.553
O -0.03 1.90 -0.18 0.055
N -0.80 4.50 -0.14 0.879
O -1.22 4.67 0.98 -0.511
O -1.41 4.50 -1.17 -0.549
N 4.04 5.67 -0.09 1.045
O 5.16 5.24 -0.02 -0.583
O 3.72 6.83 -0.12 -0.603
H 4.33 3.02 -0.12 0.648
H 1.42 6.17 -0.12 0.575
S -3.64 2.45 2.99 -0.332
Sb -3.30 0.32 2.33 0.958
S -2.63 0.25 -0.08 -0.243
S -0.29 0.47 2.52 -0.371
S -3.45 -1.83 3.00 -0.407
O 0.35 -3.69 0.80 -0.490
C 0.27 -2.56 1.18 0.311
O -0.33 -1.59 0.53 -0.092
C 0.80 -2.15 2.55 0.382
C 1.13 -0.76 2.86 0.728
C 1.65 -0.46 4.19 -0.876
C 1.76 -1.47 5.08 0.421
O 2.17 -1.45 6.36 -0.434
C 2.13 -2.78 6.83 -0.258
O 1.68 -3.60 5.76 -0.377
C 1.45 -2.82 4.73 0.926
C 1.00 -3.17 3.46 -1.077
H 1.81 -0.40 2.04 0.028
H 1.91 0.56 4.45 0.605
H 1.42 -2.88 7.67 0.288
H 3.13 -3.11 7.15 0.290
H 0.80 -4.19 3.18 0.594
```

* M: 827.5 u
* calculated total energy: -93165.1872 eV
* net charge: +1
* ΔE to the lowest compared entry with this formula, charge and spin: 21.9 kcal/mol
* Kohn-Sham gap (alpha / beta): 0.213 / 0.212 Ha



- Number 1 is which compound?
  C12H4F4N3O2